Here is C37H41N5O2P3RhS2 as an isolated structure from the OMol25 dataset. Energies are from ωB97M-V with the def2-TZVPD basis set.

Last column: Löwdin spin population.
Positions of all 91 atoms, in Å:
H -3.81 -1.09 -6.51  0.000
N 0.06 -0.80 3.62  0.395
H 2.41 -3.67 3.11  0.001
P 2.69 -1.89 0.94  0.028
H -3.85 6.26 -1.36  0.001
C -1.24 0.31 -4.80  0.019
C -2.82 3.15 -2.23  0.065
C 4.67 -1.02 -1.85  0.003
H 1.77 0.75 -2.52  0.002
H -0.24 3.58 -0.98  0.004
C -2.79 0.71 -7.08  0.005
H 0.42 4.57 4.30  0.001
O 3.59 -2.47 -0.24  0.013
C 0.43 -0.22 5.94  -0.005
H 1.24 -4.75 2.33  0.000
C 1.06 1.23 -3.20  0.021
C 1.58 -4.10 -3.28  0.000
C 4.85 -1.88 -0.62  0.001
H -2.34 4.48 -0.59  0.001
C -1.78 1.61 -6.76  0.001
C 3.27 -5.02 1.64  0.000
C 1.53 -1.83 -4.06  0.020
H -1.07 -2.45 -1.96  0.002
H -3.66 2.63 0.38  0.002
C 0.01 -2.09 4.06  0.093
H -3.50 -0.74 3.02  0.001
H 3.41 -5.87 2.30  0.000
Rh -0.03 -0.01 1.69  2.231
H 0.11 3.76 1.89  0.000
H -1.24 -0.77 -0.62  0.008
H 0.43 1.97 -0.64  0.005
H 5.64 -0.65 -2.19  0.000
H -0.15 -2.84 3.31  0.004
C -3.66 1.01 1.79  0.025
H -4.99 3.87 -4.73  0.000
H 5.52 -2.72 -0.81  0.000
C -3.77 5.35 -1.93  0.004
N 0.39 -1.47 6.36  0.194
C -4.41 4.00 -3.82  0.000
H 4.22 -1.60 -2.66  0.000
H -5.17 5.96 -3.43  0.000
H 0.00 -4.67 -1.94  0.000
C -4.52 5.18 -3.09  0.000
C -2.92 4.34 -1.50  0.015
H -3.48 2.07 -3.97  0.003
C 0.27 0.16 4.61  0.183
H 2.05 -5.07 -3.27  0.000
C 2.14 -4.16 2.17  0.002
H -2.45 -1.45 -4.50  0.001
H 0.13 -3.44 5.69  0.005
H 4.04 -0.16 -1.63  0.002
C 0.38 -1.59 -3.31  0.086
C -3.57 2.99 -3.39  0.009
C 0.43 -3.87 -2.54  0.000
C -1.01 1.41 -5.63  0.007
H 3.03 -5.38 0.64  0.000
C 0.17 -2.41 5.37  0.106
N 0.14 1.83 2.83  0.113
H -3.39 0.86 -7.97  0.000
C -3.03 -0.39 -6.26  0.000
N 0.34 3.62 4.00  0.022
H 5.24 -1.31 0.22  0.000
H 1.64 3.17 -2.52  0.000
C -2.30 -0.89 1.24  0.027
H 0.60 0.55 6.68  -0.003
H -0.22 2.12 -5.40  0.001
P -0.35 0.07 -3.26  0.343
H 1.96 -1.03 -4.66  0.001
C -1.86 -0.24 0.09  0.037
C -3.25 1.65 0.62  0.039
H 1.54 1.28 -4.19  0.007
H 0.15 3.19 -3.44  0.001
C 0.29 1.53 4.18  0.050
H -1.59 2.46 -7.40  0.000
O 1.73 -3.13 1.22  0.006
H 3.02 -3.26 -4.64  0.001
H -4.37 1.50 2.45  0.001
C -3.18 -0.24 2.11  0.037
H -2.02 -1.92 1.42  0.003
S 3.63 -1.16 2.45  0.021
C 2.12 -3.08 -4.05  0.005
S 1.43 -0.57 -0.06  0.227
C -2.26 -0.59 -5.13  0.006
N 0.41 2.62 4.92  0.115
H 4.20 -4.46 1.60  0.000
C -2.33 1.05 -0.22  0.045
C -0.17 -2.62 -2.55  0.009
C 0.17 3.14 2.77  0.010
P -1.71 1.81 -1.74  0.292
C -0.09 2.58 -1.39  0.017
C 0.71 2.63 -2.69  0.007

Properties
Total charge   +1
Spin multiplicity   6
LUMO energy (spin up / spin down)   -2.480 / -4.416 eV
DFT total energy   -3789.5652 Eh
ΔE to the lowest compared entry with this formula, charge and spin   88.7 kJ/mol
Maximum force   0.3 eV Å⁻¹


Here is C37H42Cl3GeN7O2PTb as an isolated structure in a non-equilibrium geometry from the OMol25 dataset. Energies are from ωB97M-V with the def2-TZVPD basis set.

Last column: Löwdin spin population.
Positions of all 94 atoms, in Å:
H 13.96 9.80 6.84  0.000
H 10.94 10.64 17.61  0.000
N 11.17 11.16 9.99  0.005
C 17.52 8.90 15.21  -0.006
H 8.48 9.50 15.78  -0.001
Cl 13.18 12.04 12.19  -0.007
H 9.94 4.76 15.86  0.001
P 11.46 9.34 15.04  -0.226
H 18.74 7.81 16.48  -0.001
H 6.48 6.21 11.69  0.000
H 13.28 7.95 10.41  0.001
H 12.00 11.67 6.81  0.000
C 14.28 8.04 13.40  0.000
C 9.83 7.08 12.16  0.000
C 15.78 6.71 15.10  -0.006
C 14.02 9.99 7.87  0.000
H 10.47 12.35 12.63  0.001
C 14.99 9.72 17.88  -0.046
N 13.36 8.91 10.07  0.007
H 13.69 11.06 15.07  -0.001
C 10.01 12.54 17.11  -0.002
C 12.27 11.81 7.86  0.000
C 8.68 6.19 12.04  0.003
N 9.77 8.42 11.92  0.005
H 15.43 11.37 16.63  0.001
Ge 19.68 12.08 8.85  0.000
C 15.47 7.93 14.31  -0.018
H 14.30 9.26 10.35  0.001
C 13.75 10.38 15.91  -0.038
H 14.03 6.00 14.95  0.000
H 11.38 9.11 7.27  0.000
C 7.94 7.50 16.05  -0.002
H 10.16 11.17 10.10  0.001
C 13.14 9.07 8.61  0.000
O 14.04 9.12 12.88  0.000
H 10.33 11.04 8.01  0.000
H 11.58 6.53 15.54  0.000
C 14.19 8.60 18.03  -0.010
Cl 19.28 14.12 8.59  0.000
H 7.55 5.41 16.26  -0.002
H 16.29 9.84 13.81  0.000
H 14.31 11.89 7.04  0.000
N 14.39 12.13 9.21  0.000
C 10.72 10.94 15.46  -0.041
H 9.29 11.22 12.74  0.000
H 15.71 9.96 18.61  -0.002
C 7.41 6.79 11.80  0.000
H 17.06 5.97 16.62  0.000
H 8.94 14.26 16.36  0.000
C 10.59 11.33 16.81  -0.010
C 11.67 9.35 8.29  0.000
C 9.49 13.35 16.12  -0.003
H 9.26 13.64 14.07  0.000
H 12.50 7.52 17.29  -0.001
C 16.41 8.95 14.39  -0.008
H 13.48 8.12 8.12  0.000
C 10.15 8.15 15.58  -0.034
H 13.89 11.99 10.14  0.000
C 12.93 9.27 16.13  -0.065
H 8.68 10.05 11.47  0.000
C 11.16 6.60 12.64  0.015
H 6.55 8.74 11.38  0.000
H 15.41 11.82 9.31  0.000
C 8.81 8.55 15.74  -0.022
C 17.82 7.84 15.89  -0.017
H 11.26 5.58 13.04  0.000
H 8.70 5.16 12.21  0.000
H 14.44 13.16 9.16  0.000
O 14.99 5.74 15.04  -0.003
C 9.63 13.04 14.81  0.000
N 10.24 11.45 13.03  0.003
C 8.57 8.97 11.63  0.001
H 14.42 7.93 18.83  0.000
N 13.33 7.06 13.47  -0.027
H 11.41 12.15 10.16  0.001
H 12.05 12.82 8.17  0.000
H 15.09 9.82 8.10  0.000
H 11.04 8.76 8.95  0.000
C 10.23 11.81 14.50  -0.005
Cl 17.53 11.48 9.54  0.000
C 8.29 6.16 16.09  -0.037
C 9.65 5.80 15.89  0.003
C 16.84 6.77 15.90  0.001
N 12.22 7.36 12.74  -0.013
C 7.41 8.19 11.61  0.003
C 14.78 10.55 16.79  0.001
Tb 11.97 9.79 12.10  7.651
C 13.79 11.51 7.98  0.000
H 18.23 9.66 14.96  0.000
C 13.16 8.38 17.15  -0.026
C 11.29 10.81 8.53  0.000
C 10.56 6.82 15.67  -0.023
H 9.92 12.86 18.12  -0.001
H 6.91 7.78 16.24  0.000

Properties
Total charge   +3
Spin multiplicity   8
LUMO energy (spin up / spin down)   -11.045 / -8.146 eV
DFT total energy   -6591.4846 Eh
Maximum force   5.9 eV Å⁻¹


Here is C37H42Cl4N4O9S2SbSeSi3W as an isolated structure in a non-equilibrium geometry from the OMol25 dataset. Energies are from ωB97M-V with the def2-TZVPD basis set.

Last column: Löwdin charge in e.
Positions of all 104 atoms, in Å:
Si -0.36 4.10 -3.03  0.463
W -0.16 0.96 -0.47  1.148
C -1.38 4.24 1.88  -0.606
H 4.34 -1.25 -1.15  0.134
O -1.26 2.61 0.12  -0.358
Cl 1.40 5.43 4.51  0.636
O 2.13 4.36 -1.67  0.118
O 2.12 -2.52 -0.53  0.051
H 1.64 5.18 -4.08  0.034
S -1.01 0.30 1.82  0.811
C -1.21 -3.13 -1.94  -0.228
C -2.05 -2.12 5.55  -0.073
Si -4.48 0.45 -2.63  0.314
C -1.68 -1.37 4.44  -0.040
H -3.75 1.48 -4.73  0.001
H -4.54 -2.02 -2.30  0.013
H -2.23 -3.23 -1.57  0.012
N -2.44 -1.79 0.86  -0.078
C 0.60 4.62 3.20  -0.704
Cl 2.95 3.34 2.73  0.673
H 1.44 -1.70 4.08  0.033
C 3.84 2.03 -1.67  0.079
H -3.23 -3.74 6.30  0.099
H 7.16 -3.69 2.01  0.109
C 3.84 -0.31 -1.34  0.061
H 1.32 3.58 -4.76  0.046
H 6.27 1.69 -1.64  0.108
C -3.49 -3.51 4.19  -0.037
H -0.99 -0.53 4.52  0.099
C 1.29 3.67 2.44  -0.601
H -4.43 2.82 -1.92  0.012
Cl -1.61 6.04 3.89  0.638
O 5.91 0.80 -1.58  0.065
H -0.60 -2.75 -1.12  0.005
O -3.24 -4.20 0.87  -0.299
H 0.30 4.95 -5.22  0.036
C 6.57 -4.99 3.64  -0.105
C 4.55 0.87 -1.56  -0.287
C -5.01 1.94 -1.63  -0.237
C -1.92 -1.12 1.85  -0.711
C 4.29 -3.47 3.83  -0.162
O 0.54 -0.96 -0.28  -0.312
H 2.32 -2.24 5.53  0.098
C 5.26 -3.17 2.87  -0.180
H 0.35 -1.10 -5.12  0.021
H -3.48 -2.03 -4.25  -0.015
C 5.60 -5.29 4.59  -0.103
Se 2.66 -0.19 2.17  0.814
C -2.95 -3.17 5.43  -0.080
C 2.08 -2.48 4.49  -0.031
H 1.31 -1.78 -3.80  0.027
C 0.41 -1.19 -4.04  -0.244
H 5.22 -1.59 1.42  0.144
N 1.72 0.84 -1.56  0.024
H -6.18 -1.35 -2.23  0.032
C 2.45 1.99 -1.68  -0.171
O -4.86 -2.38 1.21  -0.305
C 0.85 4.49 -4.39  -0.149
H -6.07 2.19 -1.73  0.024
H -0.13 6.08 -1.60  0.041
H -1.68 5.27 -1.34  0.027
Si -1.17 -1.94 -3.35  0.424
H -4.80 1.75 -0.57  0.032
H 7.47 -5.59 3.59  0.096
H 1.56 -3.44 4.45  0.099
C -2.49 -2.21 -4.66  -0.247
N 3.28 -2.54 3.69  -0.076
H -2.33 -1.53 -5.50  0.025
S -3.52 -2.89 1.39  0.624
C 6.41 -3.93 2.76  -0.019
C 3.58 -1.65 2.70  -0.712
H -4.20 -4.32 4.08  0.118
H 0.56 -0.21 -3.60  -0.028
C -2.21 -1.71 3.21  -0.219
C 0.63 2.99 1.43  -0.401
C -5.13 -1.17 -1.97  -0.229
C 4.44 -4.54 4.70  -0.013
C 2.48 -0.26 -1.26  -0.204
C 1.71 -1.38 -0.65  -0.665
C -3.09 -2.76 3.10  -0.220
H -5.50 1.21 -4.77  0.026
C 1.69 3.24 -1.72  -0.501
O 0.37 2.98 -1.94  -0.186
H -1.63 -1.88 6.52  0.101
H -4.39 -0.13 -5.05  0.007
H -2.60 3.02 -3.26  -0.015
C -4.54 0.77 -4.47  -0.228
C -1.78 3.30 -3.92  -0.199
Cl -3.04 4.57 1.49  0.683
H 4.31 3.01 -1.72  0.136
H -2.49 -3.24 -5.05  0.024
Sb -1.99 0.27 -2.07  0.947
N 4.79 -2.06 2.20  0.116
H -1.45 6.29 -2.77  0.038
H 5.76 -6.12 5.27  0.096
C -0.74 4.90 2.93  -0.707
H -1.46 2.41 -4.45  0.025
H -5.06 -1.15 -0.88  0.009
C -0.72 3.29 1.12  -0.435
H 3.68 -4.78 5.43  0.108
C -0.96 5.58 -2.10  -0.132
H -2.15 4.03 -4.65  0.046
O 1.20 2.06 0.67  -0.315
H -0.82 -4.13 -2.20  0.036

Properties
Total charge   -1
LUMO energy (spin up / spin down)   1.871 / 1.871 eV
DFT total energy   -8546.0407 Eh
ΔE to the lowest compared entry with this formula, charge and spin   0.0 kJ/mol
Maximum force   2.6 eV Å⁻¹


Here is C37H42IN3O6P3S3Ti as an isolated structure in a non-equilibrium geometry from the OMol25 dataset. Energies are from ωB97M-V with the def2-TZVPD basis set.

Last column: Löwdin spin population.
Positions of all 96 atoms, in Å:
C -0.77 3.33 -4.73  0.000
C -3.34 0.37 0.61  0.000
S -2.02 0.68 -3.11  0.013
H 3.34 4.21 1.01  0.000
H 1.88 -5.90 2.31  0.000
N 2.10 2.76 0.09  0.003
H 5.52 0.54 5.04  0.000
C -1.55 -2.79 -1.49  0.000
C 1.17 -1.24 -3.25  0.003
H 3.95 0.81 1.06  0.000
C -4.57 0.59 1.21  0.000
Ti 0.18 1.03 -1.74  0.958
H 5.54 1.58 2.79  0.000
O -1.46 3.56 -3.51  0.004
C -1.26 -3.58 0.75  0.000
H 2.79 -2.66 -1.30  0.000
O 1.29 -2.37 -3.69  0.003
C 0.99 1.23 4.66  0.000
H -4.19 -1.36 3.95  0.000
C -2.73 -1.10 2.40  0.000
C 4.85 0.78 3.01  0.000
H 3.38 2.03 -2.72  0.000
C 3.06 -1.26 3.56  0.000
H -1.52 -1.98 -2.21  0.000
C -1.41 4.06 -5.90  0.000
C -3.96 -0.87 3.01  0.000
C 2.63 -3.37 -0.49  0.000
C 3.05 -0.68 2.29  0.001
H -0.74 4.00 -6.76  0.000
H 0.04 3.13 2.30  -0.001
O 1.25 1.12 -3.47  0.000
C -5.07 2.82 -3.98  0.000
C 0.32 0.40 2.34  0.000
C 2.85 -4.72 -0.71  0.000
S 0.33 2.91 4.73  0.000
H 2.76 -6.69 0.14  0.000
H -1.56 5.12 -5.65  0.000
N 0.33 -0.89 1.57  0.003
H -1.62 -5.67 1.07  0.000
S -0.77 2.49 -0.14  -0.030
H 0.55 -0.79 4.11  0.000
H 1.73 3.34 2.82  0.000
H 1.04 2.85 0.42  -0.001
C -5.68 1.45 -3.72  0.000
C -1.21 -2.54 -0.17  -0.001
P 1.93 -1.08 0.85  0.006
H 1.04 0.92 5.71  0.000
H -5.28 1.26 0.74  0.000
H -3.08 0.88 -0.32  0.000
C 3.17 3.57 0.17  0.004
O -3.69 2.74 -4.27  0.000
H 2.03 1.28 4.30  0.000
C -4.88 -0.03 2.41  0.000
H 1.42 -3.51 2.65  0.000
H -6.77 1.53 -3.59  0.000
H 3.92 -1.29 5.52  0.000
H -2.21 -6.11 -1.29  0.000
C 3.94 -0.83 4.54  0.000
H -5.56 3.29 -4.83  0.000
P -2.68 2.64 -2.94  0.002
I 5.69 4.28 -1.48  0.000
C -1.94 -5.11 -0.98  0.000
H 1.25 0.94 2.14  0.000
H -2.15 -4.25 -2.94  0.000
H 3.18 -5.06 -1.68  0.000
C 2.14 -2.91 0.73  0.001
H -0.71 2.26 -4.93  0.000
H -5.25 1.00 -2.83  0.000
H -5.84 0.15 2.89  0.000
H 2.36 -2.05 3.80  0.000
C 3.96 0.34 2.04  0.000
C 1.87 -3.84 1.73  0.000
C 2.11 -5.19 1.53  0.000
O 0.80 -0.92 -2.05  0.016
C 3.91 3.37 -0.98  0.001
H -5.24 3.46 -3.11  0.000
H -1.00 -3.39 1.78  0.000
O 2.14 -0.05 -5.14  0.001
H 0.55 4.62 3.11  0.000
H -0.46 1.05 1.95  0.000
H -5.47 0.78 -4.56  0.000
C 1.55 0.03 -4.08  0.001
C -1.61 -4.86 0.35  0.000
P -0.87 -0.78 0.25  0.003
C -2.41 -0.48 1.20  -0.001
C 3.17 2.45 -1.74  0.005
C 4.84 0.20 4.27  0.000
C 0.19 0.21 3.86  0.000
C 0.69 3.54 3.07  0.000
N 2.08 2.10 -1.08  0.003
H -2.01 -1.76 2.87  0.000
C 2.60 -5.63 0.31  0.000
H -2.37 3.63 -6.16  0.000
H 0.25 3.69 -4.57  0.000
C -1.91 -4.07 -1.90  0.000
H -0.86 0.26 4.15  0.000

Properties
Total charge   -2
Spin multiplicity   2
LUMO energy (spin up / spin down)   3.396 / 3.396 eV
DFT total energy   -5416.9073 Eh
ΔE to the lowest compared entry with this formula, charge and spin   83.9 kJ/mol
Maximum force   1.0 eV Å⁻¹


Here is C37H42MnN4P2 as an isolated structure in a non-equilibrium geometry from the OMol25 dataset. Energies are from ωB97M-V with the def2-TZVPD basis set.

Last column: Löwdin spin population.
Positions of all 86 atoms, in Å:
H 0.23 2.38 5.84  0.000
H -1.10 1.68 -3.57  0.004
H 2.87 0.40 -5.99  0.000
C 0.42 1.42 2.55  0.003
H 2.02 -4.04 -7.75  0.000
H 1.63 2.69 3.80  0.000
C 1.30 -1.31 0.43  -0.022
H -2.53 -1.44 0.33  0.011
H 2.31 -1.13 0.03  0.001
C -1.94 3.16 -6.62  0.000
H 0.61 0.75 -9.24  0.000
C 4.34 1.37 -7.42  0.000
H -1.96 1.90 0.15  0.002
P 1.37 -1.19 -8.06  0.000
C -1.10 -0.12 1.27  -0.031
C -5.17 -2.39 -8.84  0.000
H 0.91 2.63 -2.68  0.005
H -1.78 3.95 -5.91  0.000
H 1.05 1.55 1.67  0.004
P -1.82 -0.65 -7.67  0.000
H 3.05 -3.80 -11.99  0.000
H -0.75 3.71 -1.39  0.006
H 1.81 3.08 -1.25  0.008
C -1.54 0.42 3.65  -0.002
N 2.16 -2.39 -9.13  0.000
H -1.91 0.15 -3.62  0.002
C 1.01 2.42 -1.60  0.050
N -2.12 1.09 -7.53  0.000
C -2.71 -0.40 3.59  0.020
H 0.98 -2.34 0.20  0.029
C -1.08 -0.63 -9.39  0.000
H 0.69 0.39 -4.24  0.013
H 0.80 -0.56 -10.41  0.000
C -2.24 -0.90 1.24  0.036
C 3.30 0.56 -6.97  0.000
H -1.29 -1.64 -9.78  0.000
H -1.58 0.08 -10.06  0.000
H -2.57 0.26 -1.47  0.019
C -0.04 1.88 4.91  -0.003
H -0.02 3.26 0.13  0.000
C 2.47 -2.32 -10.49  0.000
C -4.27 -0.32 -9.09  0.000
H 4.94 2.04 -6.83  0.000
H 5.12 1.66 -9.53  0.000
H -6.14 -0.80 -10.11  0.000
C -3.05 -1.05 2.41  -0.001
H 1.88 -0.95 -2.20  0.020
C 0.42 -0.32 -9.41  0.000
C 3.46 0.30 -9.22  0.000
C 1.43 1.00 -1.33  0.261
H 1.25 -1.15 1.52  0.006
C 0.21 -0.04 -3.35  0.054
H -3.47 -3.08 -7.52  0.000
H -5.82 -3.23 -8.93  0.000
C -2.21 3.30 -8.02  0.000
C -0.72 0.58 2.46  0.005
C 1.16 -0.11 -2.18  0.153
H 2.41 -1.40 -11.07  0.000
C 2.79 -3.57 -10.97  0.000
H -2.30 4.21 -8.58  0.000
H 2.79 -5.55 -9.91  0.000
N 2.77 -0.14 -8.07  0.000
H -4.05 0.69 -9.40  0.000
C 2.65 -4.49 -9.87  0.000
Mn -0.10 -0.29 -0.54  4.090
C -5.34 -1.11 -9.46  0.000
C -1.12 0.70 -3.08  0.037
H -3.94 -1.68 2.38  -0.001
H 3.19 -0.02 -10.20  0.000
H -2.48 1.73 -9.57  0.000
C -2.30 2.02 -8.55  0.000
H -3.32 -0.51 4.49  0.001
C -1.60 0.76 -1.63  0.133
C 2.26 -3.74 -8.76  0.000
H 2.23 0.90 -0.58  0.019
H -1.67 1.25 -5.44  0.001
C -1.18 1.08 4.85  0.004
C -0.28 2.86 -0.87  0.027
C 4.44 1.19 -8.84  0.000
C -1.25 1.75 -0.68  0.021
C -3.98 -2.34 -8.10  0.000
N -3.45 -1.04 -8.22  0.000
C 0.75 2.05 3.75  0.006
H -0.03 -1.08 -3.65  0.005
C -1.88 1.80 -6.35  0.001
H -1.81 0.94 5.74  0.000

Properties
Spin multiplicity   6
LUMO energy (spin up / spin down)   0.260 / -0.728 eV
DFT total energy   -3487.6009 Eh
ΔE to the lowest compared entry with this formula, charge and spin   0.0 kJ/mol
Maximum force   3.1 eV Å⁻¹